(1)
Formula: C4H5N3
Source: the OMol25 dataset
Level of theory: ωB97M-V/def2-TZVPD

Output
Frontier orbital gap   8.6 eV
M   95.10 g/mol
SMILES string   NC1=NCC=C=N1
Relative energy (zero: lowest compared OMol25 entry of this formula, charge and spin)   72.12 kcal per mole
E   -319.59728 hartree
Spin multiplicity   1

CARTESIAN COORDINATES (ANGSTROEM)
C (-0.5219, 1.4709, 0.0960)
H (-1.7086, -0.5600, -1.1269)
C (0.9390, -0.0994, -0.1362)
N (0.5538, 1.2650, -0.4880)
N (0.0465, -1.0022, -0.0543)
H (2.8858, 0.3797, -0.4308)
H (-2.2512, 1.0317, 1.3479)
C (-1.5593, 0.8004, 0.5552)
H (2.5899, -1.2561, 0.0057)
C (-1.3615, -0.5795, -0.0892)
H (-1.9575, -1.3228, 0.4494)
N (2.2801, -0.2963, 0.0070)

---

(2)
Formula: C4H5N3
Source: the OMol25 dataset
Level of theory: ωB97M-V/def2-TZVPD

Output
Frontier orbital gap   9.5 eV
M   95.10 g/mol
SMILES string   C1=C=NC=NC=1.N
Relative energy (zero: lowest compared OMol25 entry of this formula, charge and spin)   97.99 kcal per mole
E   -319.55606 hartree
Spin multiplicity   1

CARTESIAN COORDINATES (ANGSTROEM)
C (0.3021, -0.4765, -0.0820)
C (0.1531, 0.9120, 0.2185)
N (1.4874, -1.1116, -0.1596)
N (-3.1140, 0.3939, -0.0699)
H (-0.5813, -1.0882, -0.2662)
H (-3.0443, 0.0563, -1.0252)
H (-2.2431, 0.8785, 0.1382)
C (1.3828, 1.2331, 0.3547)
H (-3.1558, -0.4234, 0.5313)
C (2.5907, -0.4226, 0.0523)
N (2.6002, 0.9232, 0.3508)
H (3.5581, -0.9097, -0.0035)

---

(3)
Formula: C4H5N3
Source: the OMol25 dataset
Level of theory: ωB97M-V/def2-TZVPD

Output
Frontier orbital gap (alpha / beta)   8.5 / 8.5 eV
M   95.10 g/mol
SMILES string   C1=C=NC=NC=1.N
Relative energy (zero: lowest compared OMol25 entry of this formula, charge and spin)   111.27 kcal per mole
E   -319.53488 hartree
Spin multiplicity   1

CARTESIAN COORDINATES (ANGSTROEM)
H (1.6614, 1.0002, -1.8891)
C (0.0605, 0.0121, -0.1688)
H (0.7753, 2.3216, -1.4882)
H (-2.0703, -2.5293, 1.2609)
H (0.1962, 0.8976, 1.8609)
N (1.3598, 1.5805, -1.1123)
H (2.1812, 1.9979, -0.6830)
C (-1.4266, -1.7717, 0.8163)
N (-0.9746, -0.8301, 1.6503)
C (-0.1762, 0.1392, 1.1719)
N (-1.1936, -1.9116, -0.5076)
C (-0.3932, -0.9064, -0.9116)

---

(4)
Formula: C4H5N3O
Source: the OMol25 dataset
Level of theory: ωB97M-V/def2-TZVPD

Output
Frontier orbital gap   7.9 eV
M   111.10 g/mol
SMILES string   Nc1c[nH]c(=O)cn1
Relative energy (zero: lowest compared OMol25 entry of this formula, charge and spin)   47.84 kcal per mole
E   -394.89132 hartree
Spin multiplicity   1

CARTESIAN COORDINATES (ANGSTROEM)
H (0.6337, -2.5553, -1.5096)
C (-0.0888, -0.8862, -0.4564)
N (-0.2298, -2.1002, -1.0390)
N (0.8645, 1.2534, 0.0778)
C (0.8778, 0.0719, -0.6520)
H (-2.0752, 0.8536, 1.4826)
N (-1.0593, -0.6275, 0.3973)
H (1.6743, 0.0276, -1.4428)
C (-0.1289, 1.5567, 0.9425)
C (-1.1760, 0.5353, 0.9892)
H (1.5083, 2.0044, -0.0037)
H (-0.6666, -2.8574, -0.2013)
O (-0.1341, 2.7238, 1.4155)

---

(5)
Formula: C4H5N3O
Source: the OMol25 dataset
Level of theory: ωB97M-V/def2-TZVPD

Output
Frontier orbital gap   9.7 eV
M   111.10 g/mol
SMILES string   C1=NOC2=NNC[C@@H]12
Relative energy (zero: lowest compared OMol25 entry of this formula, charge and spin)   162.35 kcal per mole
E   -394.70883 hartree
Spin multiplicity   1

CARTESIAN COORDINATES (ANGSTROEM)
C (1.0068, 0.6867, -0.2849)
H (-0.3065, 0.3075, 1.5240)
N (1.8188, -0.5734, -0.2657)
H (-2.1800, 1.7095, -0.0804)
C (-0.2860, 0.3129, 0.2452)
N (-2.2913, -0.3135, -0.2881)
H (2.5346, -0.5309, 0.6544)
C (-0.3341, -1.3323, 0.1407)
H (1.0016, 0.9128, -1.4449)
O (-1.5831, -1.7058, -0.1916)
N (0.8117, -1.7622, -0.0851)
H (1.4518, 1.6013, 0.1212)
C (-1.6444, 0.6875, -0.0447)

---

(6)
Formula: C4H5N3O
Source: the OMol25 dataset
Level of theory: ωB97M-V/def2-TZVPD

Output
Frontier orbital gap   10.4 eV
M   111.10 g/mol
SMILES string   O=C1CC=NN1.C#N
Relative energy (zero: lowest compared OMol25 entry of this formula, charge and spin)   60.17 kcal per mole
E   -394.87167 hartree
Spin multiplicity   1

CARTESIAN COORDINATES (ANGSTROEM)
C (0.9862, -1.1175, 0.1566)
H (0.8707, 2.0562, -0.7961)
C (-3.8191, 0.5735, -0.0569)
N (2.2347, 0.8957, 0.3056)
H (-2.8451, 0.0726, -0.1427)
C (2.3052, -0.3846, 0.5990)
C (0.2521, 0.0475, -0.5216)
N (-4.8676, 0.9958, 0.1409)
N (1.0091, 1.1816, -0.2780)
O (-0.8835, 0.1571, -0.9524)
H (0.4158, -1.5179, 0.9360)
H (1.2238, -2.0480, -0.4903)
H (3.1177, -0.9118, 1.1000)

---

What did the second record say?
Formula: C4H5N3
Source: the OMol25 dataset
Level of theory: ωB97M-V/def2-TZVPD

Output
Frontier orbital gap   9.5 eV
M   95.10 g/mol
SMILES string   C1=C=NC=NC=1.N
Relative energy (zero: lowest compared OMol25 entry of this formula, charge and spin)   97.99 kcal per mole
E   -319.55606 hartree
Spin multiplicity   1

CARTESIAN COORDINATES (ANGSTROEM)
C (0.3021, -0.4765, -0.0820)
C (0.1531, 0.9120, 0.2185)
N (1.4874, -1.1116, -0.1596)
N (-3.1140, 0.3939, -0.0699)
H (-0.5813, -1.0882, -0.2662)
H (-3.0443, 0.0563, -1.0252)
H (-2.2431, 0.8785, 0.1382)
C (1.3828, 1.2331, 0.3547)
H (-3.1558, -0.4234, 0.5313)
C (2.5907, -0.4226, 0.0523)
N (2.6002, 0.9232, 0.3508)
H (3.5581, -0.9097, -0.0035)